Record 1
{"formula": "C39H38F3O2P", "method": "ωB97M-V/def2-TZVPD", "homo_energy_ev": -7.974, "mol_weight_da": 626.70, "multiplicity": 1, "e_tot_ev": -62595.448, "smiles": "CCC[C@H](C)c1c(P(C)C)ccc2c1C(=O)c1ccccc1C2=O.Fc1ccccc1.Fc1ccccc1.Fc1ccccc1", "gap_ev": 7.30, "symbols": ["C", "C", "C", "C", "C", "C", "C", "P", "C", "C", "C", "C", "C", "C", "C", "O", "C", "C", "C", "C", "C", "C", "C", "O", "H", "H", "H", "H", "H", "H", "H", "H", "H", "H", "H", "H", "H", "H", "H", "H", "H", "H", "H", "H", "H", "H", "H", "F", "C", "C", "C", "C", "C", "C", "H", "H", "H", "H", "H", "F", "C", "C", "C", "C", "C", "C", "H", "H", "H", "H", "H", "F", "C", "C", "C", "C", "C", "C", "H", "H", "H", "H", "H"], "positions_angstrom": [[1.061061, -2.818200, 0.929286], [0.472637, -2.986418, -0.492662], [0.837208, -1.844015, -1.459159], [-0.237295, -0.750003, -1.431816], [-1.564218, -1.187603, -2.124303], [0.225774, 0.625462, -1.882776], [0.939121, 0.880452, -3.093979], [1.507700, -0.299678, -4.393332], [0.163782, -1.450766, -4.895910], [2.945382, -1.274324, -3.767424], [1.312777, 2.184035, -3.404136], [0.993304, 3.270996, -2.598167], [0.281606, 3.027298, -1.446124], [-0.084704, 1.725730, -1.075512], [-0.828746, 1.636321, 0.234481], [-0.652721, 0.824430, 1.112178], [-1.845021, 2.731683, 0.446884], [-3.085796, 2.475481, 1.041405], [-3.959166, 3.526904, 1.208849], [-3.592903, 4.832426, 0.799180], [-2.360691, 5.081615, 0.237024], [-1.479575, 4.006184, 0.062126], [-0.129815, 4.180858, -0.569746], [0.555060, 5.152517, -0.393840], [1.952527, -2.198580, 0.891102], [0.308344, -2.401635, 1.599460], [1.320110, -3.799469, 1.328393], [-0.609620, -3.128788, -0.468029], [0.873211, -3.910177, -0.904343], [0.866223, -2.293191, -2.453924], [1.837649, -1.459991, -1.262012], [-0.497632, -0.633920, -0.382345], [-2.302015, -1.445662, -1.365308], [-1.946745, -0.343567, -2.696905], [-1.424331, -2.062826, -2.753141], [0.233940, -1.588536, -5.973233], [-0.785681, -0.951255, -4.710861], [0.174810, -2.433063, -4.419795], [2.703445, -2.333795, -3.662739], [3.733942, -1.186936, -4.513122], [3.346585, -0.881229, -2.834432], [1.857946, 2.367721, -4.320722], [1.271321, 4.282457, -2.855969], [-3.304464, 1.456704, 1.328493], [-4.923670, 3.309540, 1.647482], [-4.285154, 5.655341, 0.913237], [-2.087097, 6.076286, -0.082922], [-5.231967, 6.336926, 5.571019], [-3.975775, 5.847744, 5.483917], [-3.114035, 6.040774, 6.543502], [-1.828215, 5.532810, 6.455015], [-1.427386, 4.851893, 5.314823], [-2.306372, 4.672609, 4.256096], [-3.604268, 5.173964, 4.337963], [-3.451596, 6.579477, 7.418837], [-1.138113, 5.667009, 7.277022], [-0.421513, 4.457400, 5.249900], [-2.001484, 4.142815, 3.363063], [-4.298192, 5.028819, 3.523315], [5.089813, 2.139403, -1.115870], [4.570163, 1.364375, -0.143798], [5.422569, 0.692198, 0.708915], [4.878857, -0.104511, 1.709979], [3.501589, -0.226912, 1.838519], [2.663719, 0.456113, 0.964944], [3.197752, 1.262029, -0.024759], [6.493114, 0.792804, 0.588299], [5.535376, -0.632306, 2.388840], [3.082428, -0.853899, 2.614524], [1.587249, 0.365784, 1.040679], [2.553450, 1.803419, -0.704005], [0.661863, -5.898943, -2.187103], [0.097102, -6.912635, -1.498250], [-0.855626, -6.623564, -0.542531], [-1.436561, -7.668172, 0.161811], [-1.053972, -8.978403, -0.092502], [-0.090398, -9.245320, -1.055917], [0.490876, -8.207377, -1.769814], [-1.134051, -5.594931, -0.356319], [-2.188490, -7.457904, 0.910234], [-1.506527, -9.790756, 0.460262], [0.211348, -10.265137, -1.252745], [1.238868, -8.394409, -2.528753]], "atomic_forces_ev_per_a": [[-0.8, -0.3, -0.4], [0.8, 0.0, 0.1], [-0.7, -0.5, -0.3], [0.0, 0.0, 0.3], [0.4, 0.3, 0.4], [0.3, 0.0, -0.3], [-0.4, -0.7, 0.8], [0.5, 0.9, -1.2], [0.0, -0.1, 0.3], [-0.1, -0.2, -0.1], [0.0, 0.3, -0.1], [0.0, -0.4, 0.1], [-0.1, 0.3, 0.4], [-0.1, -0.1, 0.1], [-0.5, 0.5, 0.0], [0.1, -0.3, -0.1], [0.2, -0.4, -0.1], [0.8, 0.1, -0.3], [0.1, 0.5, -0.2], [-0.5, -0.6, 0.2], [0.3, -0.5, 0.1], [0.0, 0.6, -0.2], [-0.4, -0.6, 0.0], [0.1, 0.4, -0.2], [0.0, 0.0, 0.2], [0.2, 0.3, 0.1], [0.1, 0.0, 0.1], [-0.1, 0.1, 0.1], [0.0, 0.0, -0.1], [0.1, 0.2, 0.0], [-0.1, 0.1, 0.2], [0.2, 0.0, -0.1], [-0.1, 0.0, 0.0], [-0.2, -0.2, -0.2], [0.0, 0.1, -0.2], [0.2, 0.0, 0.0], [0.0, -0.1, 0.0], [-0.1, 0.1, 0.1], [0.0, 0.0, 0.2], [0.0, 0.0, 0.0], [-0.1, 0.0, 0.1], [0.0, -0.1, -0.1], [0.1, 0.0, 0.0], [-0.2, 0.0, 0.1], [-0.1, 0.3, 0.0], [-0.1, -0.1, 0.1], [0.1, 0.0, 0.0], [0.0, 0.0, 0.0], [0.0, 0.0, -0.1], [-0.1, 0.1, 0.2], [0.0, 0.0, -0.1], [0.2, -0.1, -0.1], [-0.3, 0.2, 0.2], [0.3, -0.1, 0.0], [0.0, 0.0, 0.0], [0.0, 0.0, 0.0], [0.0, 0.0, 0.0], [0.0, 0.0, 0.0], [-0.1, 0.1, 0.1], [0.0, 0.0, 0.0], [-0.1, -0.2, 0.2], [0.2, 0.0, 0.0], [-0.1, 0.0, -0.1], [0.1, 0.0, 0.0], [0.0, -0.1, 0.1], [0.0, 0.2, -0.3], [0.0, 0.0, 0.0], [0.0, 0.0, 0.0], [0.0, 0.0, 0.0], [0.0, 0.0, 0.1], [0.1, 0.0, -0.1], [0.0, 0.0, -0.1], [-0.1, -0.2, 0.1], [-0.1, 0.2, 0.0], [0.1, -0.1, -0.1], [0.0, 0.0, 0.0], [-0.1, 0.1, 0.1], [0.1, 0.0, -0.1], [0.0, 0.0, 0.0], [0.0, 0.0, 0.0], [0.0, 0.0, 0.0], [0.0, 0.0, 0.0], [0.0, 0.0, 0.0]]}

---

Record 2
{"formula": "C3H9O", "method": "ωB97M-V/def2-TZVPD", "total_charge": -1, "homo_energy_ev": -2.141, "relative_energy_kj_mol": 14.02, "mol_weight_da": 61.10, "multiplicity": 1, "e_tot_ev": -5303.750, "gap_ev": 6.69, "symbols": ["C", "H", "H", "H", "H", "C", "O", "C", "H", "H", "H", "H", "H"], "positions_angstrom": [[-2.730475, -0.453010, 1.275444], [-1.929860, -0.438542, 0.528516], [-2.996092, 0.555742, 1.558566], [-3.560612, -1.027893, 0.873156], [-2.354273, -0.994545, 2.148146], [0.979057, 0.125301, -1.035381], [0.248604, -0.495522, -0.096631], [2.431094, 0.418704, -0.588289], [1.017392, -0.454806, -1.998630], [0.570800, 1.134818, -1.313531], [2.917628, 1.155866, -1.258584], [2.336751, 0.925870, 0.372130], [3.069991, -0.451983, -0.464915]], "atomic_forces_ev_per_a": [[0.5, -0.6, -0.1], [0.2, 0.1, 0.1], [-0.3, 0.2, 0.0], [-0.4, 0.2, 0.0], [0.0, 0.2, 0.0], [-0.1, -0.4, 0.2], [-0.1, -0.1, 0.1], [-0.1, 0.9, -0.2], [0.2, 0.2, -0.1], [0.0, 0.1, -0.2], [0.0, -0.3, 0.0], [0.1, -0.1, 0.3], [-0.1, -0.3, 0.0]]}

---

Record 3
{"formula": "C3H8N2O", "method": "ωB97M-V/def2-TZVPD", "homo_energy_ev": -9.389, "relative_energy_kj_mol": 179.06, "mol_weight_da": 88.11, "multiplicity": 1, "e_tot_ev": -8267.470, "smiles": "CNC(=O)CN", "gap_ev": 10.22, "symbols": ["N", "C", "C", "N", "C", "O", "H", "H", "H", "H", "H", "H", "H", "H"], "positions_angstrom": [[-0.663693, -0.140555, 2.002977], [-0.984529, 0.922133, 0.865568], [-0.348195, 0.134735, -0.376935], [0.967903, 0.002379, -0.246126], [1.869288, -0.787754, -1.176166], [-0.989751, -0.036471, -1.405878], [-0.842438, 0.464621, 2.859603], [-1.617159, -0.666858, 1.868638], [-2.033469, 0.918195, 0.873167], [-0.434762, 1.830778, 0.989075], [1.210811, -0.129220, 0.753238], [1.293285, -1.281309, -1.912336], [2.418548, -0.015096, -1.629907], [2.574324, -1.476779, -0.727216]], "atomic_forces_ev_per_a": [[-3.2, 1.9, 0.2], [2.7, -4.3, 0.0], [-2.4, 2.6, -1.0], [2.4, -2.3, 1.7], [-1.2, 1.4, 1.1], [0.3, -0.5, 0.5], [0.3, -1.4, -0.9], [2.6, 0.6, 1.0], [-1.2, 1.0, -0.9], [-0.1, 0.6, 0.3], [-0.1, 0.3, -0.9], [-0.7, -0.5, -0.7], [1.0, 0.7, -1.0], [-0.3, 0.0, 0.7]]}

---

Record 4
{"formula": "C17H28N3OPRu", "method": "ωB97M-V/def2-TZVPD", "total_charge": 2, "homo_energy_ev": [-11.388, -15.182], "mol_weight_da": 422.47, "multiplicity": 7, "e_tot_ev": -36450.892, "gap_ev": [5.94, 5.77], "symbols": ["C", "C", "N", "C", "C", "C", "C", "C", "P", "H", "H", "H", "C", "C", "H", "H", "H", "C", "C", "H", "H", "H", "H", "H", "H", "H", "H", "H", "H", "H", "H", "Ru", "H", "O", "H", "H", "N", "N", "C", "C", "C", "C", "C", "C", "H", "H", "H", "H", "H", "H", "H"], "positions_angstrom": [[1.887043, -1.906773, 1.606701], [1.666603, -2.623775, 0.307125], [1.021558, -1.889655, -0.629915], [1.070087, -2.241967, -1.939308], [1.535254, -3.512550, -2.268736], [2.240674, -4.263116, -1.329998], [2.344156, -3.793414, -0.027259], [0.589874, -1.206163, -2.963874], [-0.591579, -0.020135, -2.101981], [2.976689, -4.221386, 0.753187], [1.362362, -3.822769, -3.292926], [2.656035, -5.222030, -1.598847], [-0.378145, -1.787885, 2.419075], [1.074416, 0.089375, 2.869926], [-0.068502, -1.681342, -3.705722], [2.792046, -1.279052, 1.544405], [1.979137, -2.668184, 2.398331], [-2.353149, -0.451266, -2.535929], [-0.395500, 1.527598, -3.029285], [-2.969150, 0.465223, -2.513010], [-2.404719, -0.889748, -3.542397], [-2.745728, -1.167844, -1.803504], [-0.857901, 2.371841, -2.489824], [0.672235, 1.744878, -3.187444], [-0.879280, 1.435375, -4.016018], [1.321746, -0.342964, 3.843529], [1.917018, 0.647508, 2.469741], [0.221453, 0.773410, 2.953166], [0.002139, -2.291516, 3.327148], [-1.221310, -1.133748, 2.689339], [-0.685915, -2.539584, 1.673181], [0.366313, -0.000740, -0.087978], [-1.203129, -0.329262, -0.046389], [1.968531, 1.137836, 0.413246], [1.398372, -0.778505, -3.586307], [2.657233, 1.000194, -0.258584], [0.744798, -0.975566, 1.899011], [-0.652627, 2.733875, 0.413153], [-1.476559, 3.553273, 1.125030], [-2.805367, 3.148386, 1.395952], [-3.652003, 4.015468, 2.075666], [-3.196849, 5.292260, 2.451973], [-1.863200, 5.672237, 2.226311], [-1.009114, 4.817854, 1.542983], [-0.970412, 1.773317, 0.203892], [0.353600, 2.878939, 0.372652], [-3.113340, 2.143112, 1.094859], [-4.679750, 3.701528, 2.263165], [-3.908257, 6.007930, 2.864929], [-1.493942, 6.647085, 2.534629], [0.025363, 5.062409, 1.322148]], "atomic_forces_ev_per_a": [[-0.4, 0.2, 0.0], [1.0, 0.0, 2.3], [-1.1, 1.3, -2.9], [-0.3, 1.0, 0.4], [-0.6, 0.7, -1.7], [1.3, -1.8, 1.9], [0.4, -0.8, -0.9], [-1.3, -1.1, 0.2], [0.1, 0.6, -1.6], [-0.3, -0.4, -0.4], [0.2, -0.3, 0.1], [0.1, 0.1, 0.0], [0.1, -0.1, 0.3], [0.4, -0.1, 0.0], [0.4, -0.4, 0.0], [-0.1, -0.2, 0.1], [0.2, 0.4, 0.0], [0.5, -0.3, 0.4], [0.2, 0.4, -0.4], [0.4, -0.3, 0.1], [0.1, 0.2, 0.2], [0.0, 0.2, -0.3], [0.2, -0.4, -0.2], [-0.4, 0.0, 0.1], [0.2, 0.0, 0.3], [-0.1, 0.1, 0.0], [0.0, 0.0, 0.2], [0.1, -0.3, 0.1], [-0.5, 0.0, -0.2], [0.3, -0.3, -0.2], [0.1, 0.3, 0.3], [0.6, 0.4, 1.6], [-0.6, 0.2, 0.6], [-0.5, -0.1, -1.0], [-0.2, 0.2, 0.7], [0.0, 0.3, 0.3], [-0.4, -0.4, -0.5], [-1.2, 0.9, 1.3], [1.0, -0.9, -1.1], [-1.0, 0.2, 0.6], [0.3, -1.0, -0.7], [-0.2, 0.1, -0.1], [0.9, -0.3, -0.6], [-0.2, 0.9, 0.7], [0.1, 0.4, 0.0], [0.0, 0.0, -0.1], [-0.1, 0.4, 0.1], [0.3, 0.2, 0.0], [0.3, -0.2, 0.1], [-0.2, -0.2, 0.0], [-0.2, 0.2, 0.1]]}